1.
{
  "formula": "C31H41F6N8OY",
  "method": "ωB97M-V/def2-TZVPD",
  "species": ["Y", "C", "C", "N", "C", "C", "C", "C", "C", "C", "C", "N", "C", "C", "N", "N", "H", "H", "H", "H", "H", "H", "H", "H", "H", "H", "H", "H", "H", "H", "H", "H", "H", "H", "C", "C", "O", "C", "F", "F", "F", "C", "F", "F", "F", "H", "H", "H", "N", "C", "C", "N", "C", "C", "N", "H", "H", "H", "H", "H", "C", "C", "C", "C", "C", "C", "C", "C", "N", "H", "H", "H", "H", "H", "H", "C", "C", "C", "C", "H", "H", "H", "H", "H", "H", "H", "H", "H"],
  "coordinates": [[-0.5843, -0.6525, 0.0056], [-0.3802, 1.8040, 2.6808], [0.9108, 1.8674, 1.8863], [0.7598, 1.4305, 0.4894], [0.2165, 2.4531, -0.4195], [-1.2694, 2.6155, -0.2320], [-1.8910, 3.8509, -0.2951], [-3.2530, 3.9186, -0.0518], [-3.9395, 2.7548, 0.2496], [-3.2474, 1.5534, 0.2606], [-3.9685, 0.2479, 0.5090], [-3.1054, -0.8045, 1.0485], [-3.0703, -0.8139, 2.5169], [-2.3418, 0.3976, 3.0775], [-1.0007, 0.5008, 2.5355], [-1.9427, 1.4916, 0.0179], [-1.0893, 2.5525, 2.3197], [-0.1561, 2.0638, 3.7241], [1.6347, 1.1905, 2.3438], [1.3296, 2.8777, 1.9474], [1.6996, 1.1994, 0.1609], [0.3982, 2.1175, -1.4455], [0.7149, 3.4181, -0.2895], [-1.3153, 4.7392, -0.5202], [-3.7702, 4.8687, -0.0847], [-5.0001, 2.7717, 0.4670], [-4.3723, -0.0885, -0.4476], [-4.8237, 0.4362, 1.1686], [-3.4497, -1.7013, 0.7282], [-2.5617, -1.7248, 2.8294], [-4.0818, -0.8361, 2.9421], [-2.3652, 0.3408, 4.1731], [-2.8837, 1.3082, 2.8088], [-0.4031, -0.2578, 2.8540], [-0.2234, -3.3905, 3.6037], [0.0344, -3.2155, 2.1017], [0.0380, -1.9235, 1.7077], [-1.0788, -3.9817, 1.2879], [-0.7274, -5.1711, 0.8103], [-2.1976, -4.1588, 2.0180], [-1.4787, -3.2298, 0.2155], [1.4159, -3.8566, 1.8107], [1.7106, -3.8552, 0.5139], [2.3751, -3.1494, 2.4393], [1.5123, -5.1197, 2.2546], [-1.1570, -2.9015, 3.8710], [0.5921, -2.9072, 4.1397], [-0.2744, -4.4396, 3.8927], [7.3371, 1.4678, 0.6611], [6.1212, 0.8839, 0.9203], [4.9176, 1.4565, 0.4772], [3.7559, 0.8650, 0.6816], [3.7626, -0.3074, 1.3250], [4.9469, -0.8627, 1.7655], [6.1243, -0.2707, 1.5737], [7.3589, 2.4527, 0.4650], [8.1084, 1.1085, 1.1983], [4.9122, 2.4034, -0.0533], [2.8089, -0.8068, 1.4490], [4.9591, -1.8104, 2.2908], [-1.9484, -0.7819, -2.1516], [-1.9894, 0.4866, -2.8600], [-3.1626, 1.2762, -2.8478], [-3.2122, 2.5563, -3.3495], [-2.0796, 3.1309, -3.9338], [-0.9266, 2.3456, -4.0385], [-0.8875, 1.0634, -3.5281], [-2.0993, 4.4780, -4.4127], [-2.1269, 5.5671, -4.7870], [-1.4435, -1.5840, -2.6960], [-2.9689, -1.1093, -1.9102], [-4.0667, 0.8524, -2.4214], [-4.1301, 3.1293, -3.2959], [-0.0515, 2.7584, -4.5258], [0.0273, 0.4968, -3.6315], [1.1521, -3.4012, -2.3666], [1.4471, -1.9255, -2.6296], [2.7867, -1.8016, -3.3628], [1.3856, -1.0466, -1.3665], [1.0774, -3.9473, -3.3113], [0.2127, -3.5281, -1.8229], [1.9512, -3.8619, -1.7836], [0.6746, -1.5855, -3.3216], [3.6018, -2.1376, -2.7136], [2.9856, -0.7622, -3.6359], [2.8077, -2.4070, -4.2756], [2.2017, -1.3889, -0.7057], [1.7299, -0.0432, -1.6941]],
  "forces_ev_per_a": [[-0.363, 0.221, 0.322], [-0.102, 0.028, 0.048], [0.016, -0.158, -0.022], [0.051, 0.101, -0.151], [0.053, -0.098, 0.062], [0.045, 0.106, -0.026], [-0.017, 0.043, -0.008], [-0.006, -0.030, 0.000], [-0.041, 0.092, 0.015], [-0.060, -0.152, 0.036], [0.039, 0.000, -0.029], [0.035, 0.075, -0.013], [0.049, -0.011, 0.022], [-0.007, -0.049, -0.045], [0.132, -0.028, -0.219], [0.086, 0.022, -0.027], [-0.019, 0.033, 0.015], [0.000, 0.008, 0.028], [0.033, 0.034, -0.006], [0.023, 0.035, -0.021], [0.029, -0.022, 0.014], [0.023, 0.018, 0.032], [0.024, 0.061, 0.009], [-0.009, -0.017, 0.006], [0.007, -0.003, -0.006], [0.018, -0.007, -0.004], [0.038, -0.037, 0.002], [-0.045, 0.014, 0.005], [-0.005, -0.024, -0.019], [-0.001, 0.000, -0.030], [-0.036, -0.014, -0.006], [0.019, 0.006, 0.042], [-0.005, 0.028, -0.008], [-0.023, 0.001, 0.077], [0.019, 0.048, -0.045], [-0.072, -0.329, -0.052], [0.038, 0.143, 0.134], [0.015, 0.154, 0.016], [-0.010, -0.019, 0.018], [-0.012, 0.011, -0.018], [0.115, -0.165, -0.052], [-0.081, 0.139, -0.027], [0.025, -0.001, -0.077], [0.037, 0.029, 0.032], [0.011, -0.107, 0.068], [0.010, -0.020, 0.024], [-0.013, -0.021, 0.015], [-0.013, 0.017, 0.034], [-0.051, 0.010, -0.011], [0.039, -0.044, 0.020], [-0.154, 0.007, -0.010], [0.141, 0.055, -0.013], [-0.109, -0.003, -0.106], [0.046, 0.016, 0.008], [0.037, -0.040, 0.030], [0.001, 0.007, 0.001], [0.003, -0.006, 0.003], [0.022, -0.012, 0.004], [0.045, -0.053, 0.096], [-0.036, 0.009, -0.020], [-0.262, -0.148, -0.007], [-0.156, 0.009, 0.060], [-0.104, 0.041, 0.021], [0.021, 0.084, -0.001], [0.102, -0.198, 0.029], [-0.029, 0.061, -0.012], [0.063, -0.002, 0.002], [-0.068, 0.015, -0.045], [0.027, -0.007, 0.042], [0.152, 0.093, 0.058], [0.086, -0.076, -0.081], [0.040, 0.014, -0.045], [-0.009, -0.014, -0.003], [0.011, -0.014, 0.000], [0.087, -0.107, 0.058], [0.021, 0.094, -0.072], [0.066, 0.029, 0.052], [-0.049, -0.036, 0.000], [0.137, -0.031, -0.227], [-0.025, -0.025, 0.038], [0.012, -0.047, -0.001], [-0.023, 0.013, 0.007], [-0.120, 0.114, -0.135], [-0.011, 0.012, -0.016], [0.012, -0.020, -0.002], [0.026, 0.029, 0.018], [-0.030, 0.011, 0.036], [-0.011, 0.008, 0.060]],
  "max_force_ev_per_a": 0.533,
  "de_lowest_ev": 0.6509,
  "total_energy_ev": -64132.5585,
  "molar_mass_g_mol": 744.62
}

=====

2.
{
  "formula": "C32H40BF6MgN4O9PS2Se",
  "method": "ωB97M-V/def2-TZVPD",
  "species": ["Mg", "F", "C", "F", "F", "S", "O", "O", "N", "S", "O", "O", "C", "F", "F", "F", "C", "C", "O", "P", "O", "C", "C", "O", "C", "C", "H", "H", "H", "H", "H", "H", "H", "H", "H", "H", "H", "H", "H", "H", "H", "Se", "N", "C", "C", "C", "C", "C", "C", "N", "H", "H", "H", "H", "C", "C", "C", "C", "C", "C", "C", "C", "O", "B", "O", "C", "C", "H", "H", "H", "H", "H", "H", "H", "H", "H", "H", "H", "H", "C", "C", "C", "C", "C", "C", "C", "C", "N", "H", "H", "H", "H", "H", "H", "H", "H", "H"],
  "coordinates": [[-0.2752, 1.0665, -0.1167], [-1.1987, -0.4323, -4.2814], [-2.1610, 0.3968, -3.8223], [-2.0297, 1.5248, -4.5644], [-3.3251, -0.1547, -4.2072], [-2.1039, 0.7190, -1.9245], [-0.8395, 1.4702, -1.8840], [-3.2710, 1.5335, -1.8211], [-2.0480, -0.7545, -1.5251], [-1.9595, -0.7876, 0.1312], [-2.0760, 0.6685, 0.4338], [-0.0502, -0.7286, 0.0853], [-4.0152, -1.1943, 0.2046], [-4.0966, -2.3473, -0.5430], [-5.0866, -0.4529, -0.1968], [-4.3662, -1.6208, 1.4705], [1.6807, 4.2307, -3.5890], [1.3003, 3.9075, -2.1466], [2.3033, 3.1028, -1.5507], [2.0638, 1.5169, -1.2763], [2.2328, 1.0254, -2.8040], [1.6866, -0.2073, -3.2521], [2.8191, -1.1672, -3.5924], [3.5984, 1.2330, -0.8013], [4.0233, 1.5808, 0.5034], [5.5003, 1.9435, 0.4600], [0.9629, 4.9220, -4.0237], [1.6899, 3.3140, -4.1689], [2.6761, 4.6704, -3.6270], [0.3372, 3.3922, -2.1163], [1.2388, 4.8263, -1.5504], [1.0974, 0.0088, -4.1497], [1.0160, -0.6323, -2.4962], [3.3782, -0.7861, -4.4449], [2.4161, -2.1478, -3.8299], [3.4936, -1.2448, -2.7450], [3.8663, 0.7319, 1.1793], [3.4430, 2.4296, 0.8814], [6.0807, 1.0954, 0.1092], [5.8333, 2.2182, 1.4566], [5.6635, 2.7751, -0.2201], [1.3883, 1.3062, 2.5130], [0.4626, 2.1846, 1.3059], [-0.6091, 2.7651, 1.9527], [-1.5340, 3.5939, 1.3405], [-2.5339, 4.1676, 2.1115], [-2.6134, 3.9120, 3.4732], [-1.6851, 3.0934, 4.0994], [-0.6592, 2.5337, 3.3489], [0.4034, 1.8251, 3.8531], [-1.4591, 3.7840, 0.2725], [-3.2469, 4.8331, 1.6412], [-3.4039, 4.3737, 4.0545], [-1.7199, 2.9170, 5.1653], [-3.0792, -6.3246, 5.1863], [-1.9479, -6.1660, 4.1671], [-0.6657, -6.7156, 4.8087], [-2.3155, -7.0080, 2.9372], [-1.7207, -4.7173, 3.7420], [-2.3903, -3.6399, 4.3001], [-2.1577, -2.3208, 3.9057], [-1.2350, -2.0827, 2.9151], [-0.8702, -0.9161, 2.3722], [0.2880, -1.2459, 1.3788], [0.3357, -2.7607, 1.4119], [-0.5367, -3.1663, 2.3430], [-0.7665, -4.4616, 2.7465], [-3.1798, -7.3753, 5.4589], [-4.0222, -5.9878, 4.7659], [-2.8712, -5.7608, 6.0912], [-0.7877, -7.7701, 5.0566], [-0.4438, -6.1702, 5.7236], [0.1837, -6.6144, 4.1402], [-2.5441, -8.0329, 3.2310], [-1.5070, -7.0332, 2.2136], [-3.1883, -6.5779, 2.4533], [-3.1278, -3.7979, 5.0709], [-2.6931, -1.5005, 4.3582], [-0.1983, -5.2526, 2.2790], [2.9245, -2.1100, -0.0617], [3.4434, -1.9811, 1.3351], [4.6530, -2.5565, 1.6785], [5.1441, -2.4931, 2.9726], [4.3898, -1.8538, 3.9412], [3.1842, -1.2451, 3.6342], [2.3515, -0.6339, 4.7220], [2.6966, -1.2768, 2.3083], [1.5357, -0.6315, 1.9630], [3.6739, -2.5593, -0.7155], [2.6352, -1.1303, -0.4431], [2.0260, -2.7254, -0.0512], [5.2217, -3.0628, 0.9069], [6.0888, -2.9566, 3.2319], [4.7389, -1.8501, 4.9675], [2.4380, 0.4581, 4.7367], [2.6492, -1.0286, 5.6955], [1.3005, -0.8628, 4.5395]],
  "forces_ev_per_a": [[1.791, 1.747, 0.415], [0.028, 0.019, 0.370], [0.092, -0.366, -0.350], [-0.001, 0.101, 0.663], [-0.013, 0.124, 0.449], [-2.174, -0.239, -5.250], [0.575, 0.694, -0.091], [-0.441, 0.409, 0.521], [0.353, -0.143, 0.467], [-3.172, -3.342, -0.460], [-0.109, 1.330, 1.120], [0.319, -1.046, 0.193], [-0.257, -0.714, 0.247], [0.004, 0.081, -0.023], [0.563, 0.195, -0.028], [0.336, 0.370, -0.172], [-0.057, -0.182, 0.377], [-0.171, 0.307, -0.190], [0.261, 0.022, 0.323], [1.336, 0.406, -0.754], [0.044, 0.212, -0.088], [-0.108, -0.492, -0.267], [-0.237, 0.344, 0.126], [-0.355, -0.272, -0.370], [0.331, 0.126, 0.560], [-0.422, -0.101, -0.115], [-0.099, 0.098, -0.059], [0.009, -0.114, -0.140], [0.050, 0.069, 0.016], [-0.033, 0.188, -0.017], [-0.099, -0.157, -0.069], [0.050, -0.028, 0.253], [0.036, 0.008, -0.043], [0.086, -0.018, -0.088], [-0.014, -0.154, -0.045], [0.080, -0.113, 0.086], [0.017, 0.123, -0.131], [0.058, -0.028, -0.054], [0.106, -0.143, -0.008], [0.104, 0.029, 0.146], [0.019, 0.145, -0.060], [1.714, -0.290, 1.123], [0.065, 0.351, -0.314], [-0.370, 0.588, 0.543], [0.042, -0.107, -0.104], [-0.161, 0.180, -0.173], [-0.100, 0.121, 0.094], [-0.067, 0.034, 0.024], [0.182, -0.143, -0.233], [-0.134, -0.177, 0.486], [-0.088, 0.033, 0.059], [-0.074, -0.036, 0.000], [0.006, -0.017, 0.017], [-0.015, -0.057, 0.067], [0.199, 0.079, -0.185], [-0.009, -0.074, 0.086], [-0.171, 0.012, -0.085], [0.039, 0.079, 0.176], [-0.053, 0.045, 0.093], [-0.108, -0.289, 0.169], [0.180, 0.229, -0.195], [0.097, -0.338, 0.103], [0.371, -0.194, -0.008], [0.115, -0.556, 0.709], [-0.069, 0.359, -0.074], [-0.073, 0.091, 0.156], [0.083, 0.221, -0.130], [-0.014, -0.112, 0.016], [-0.191, 0.091, 0.002], [-0.025, 0.105, 0.146], [0.000, -0.178, 0.046], [0.067, 0.081, 0.093], [0.130, 0.018, -0.088], [-0.020, -0.150, 0.031], [0.101, 0.007, -0.120], [-0.124, 0.014, -0.119], [-0.111, -0.091, 0.107], [-0.090, 0.095, 0.018], [0.055, -0.111, -0.044], [-0.060, 0.077, 0.093], [-0.007, 0.070, -0.032], [0.131, -0.103, 0.023], [0.053, -0.030, 0.102], [0.284, -0.088, -0.003], [-0.156, -0.009, -0.141], [-0.005, 0.081, -0.066], [0.546, -0.096, 0.249], [-0.923, 0.816, -0.349], [-0.010, 0.033, -0.008], [-0.015, -0.055, -0.084], [-0.022, -0.036, -0.181], [0.025, -0.059, -0.027], [0.015, -0.008, -0.021], [-0.012, 0.061, 0.072], [-0.033, -0.204, 0.276], [-0.011, 0.073, 0.010], [-0.064, 0.065, 0.132]],
  "charge": -2,
  "max_force_ev_per_a": 5.687,
  "de_lowest_ev": 0.0000,
  "total_energy_ev": -176959.3074,
  "molar_mass_g_mol": 947.86
}

=====

3.
{
  "formula": "C2HCl2NO3",
  "method": "ωB97M-V/def2-TZVPD",
  "species": ["O", "N", "C", "Cl", "Cl", "H", "O", "C", "O"],
  "coordinates": [[-0.4032, 0.5486, -1.5604], [-0.6197, 1.2773, -0.5917], [-0.1155, 0.8343, 0.5411], [0.1390, 2.0028, 1.7673], [-1.6101, -0.3890, 0.9253], [0.8311, 0.2490, 0.6478], [1.4298, -1.2101, 0.0939], [0.5324, -1.4428, -0.5455], [-0.1838, -1.8701, -1.2779]],
  "forces_ev_per_a": [[0.146, 1.842, 1.151], [-1.767, 1.533, -6.262], [1.392, -3.007, 5.934], [-0.600, 0.982, 0.494], [1.237, 1.152, 0.537], [-1.452, 0.743, -0.797], [4.145, 0.800, 3.053], [1.144, -1.714, -0.682], [-4.245, -2.331, -3.428]],
  "max_force_ev_per_a": 6.796,
  "de_lowest_ev": 1.6974,
  "total_energy_ev": -34763.4831,
  "smiles": "O=NC(Cl)Cl.O=C=O",
  "molar_mass_g_mol": 157.94
}

=====

4.
{
  "formula": "C2H11N2O",
  "method": "ωB97M-V/def2-TZVPD",
  "species": ["C", "N", "H", "H", "H", "H", "H", "H", "N", "C", "O", "H", "H", "H", "H", "H"],
  "coordinates": [[-2.2987, 0.0428, -0.6950], [-1.1039, -0.5376, -0.0667], [-2.4116, 0.9878, -0.1002], [-3.2340, -0.4824, -0.3881], [-2.1542, 0.4188, -1.7221], [-1.2661, -0.9148, 0.8463], [-0.7212, -1.4360, -0.5036], [-0.3022, 0.0983, 0.0502], [1.0229, 1.0932, 0.2013], [1.8272, 0.0304, 0.7410], [1.4835, -1.1401, -0.1474], [1.3798, 1.4485, -0.7241], [1.2394, 1.8443, 0.8635], [1.4165, -0.2040, 1.7365], [2.9544, 0.1973, 0.6483], [2.1681, -1.4467, -0.7398]],
  "forces_ev_per_a": [[-1.058, 2.326, 1.877], [0.224, -3.624, -1.286], [-0.054, -0.474, -0.624], [0.920, -0.118, -1.095], [-0.104, -1.059, 0.376], [-0.758, 0.162, 1.027], [-0.444, 1.728, -0.005], [0.400, 1.024, -0.413], [1.147, 1.778, -0.253], [1.139, -2.260, -2.566], [-0.220, 0.845, 1.510], [-0.311, -0.704, 1.199], [-0.763, 0.389, -0.319], [0.785, -0.012, -0.273], [-1.553, -0.252, 0.680], [0.650, 0.253, 0.164]],
  "charge": 1,
  "max_force_ev_per_a": 3.852,
  "de_lowest_ev": 1.2629,
  "total_energy_ev": -7273.0126,
  "molar_mass_g_mol": 79.12
}

=====

Which formula does entry 4 have?
C2H11N2O